No. 1
# C4H2S

A structure of composition C4H2S at a distorted geometry (the ωB97M-V functional and the def2-TZVPD basis, the OMol25 dataset).

The value obtained for the LUMO energy (alpha / beta) is -1.463 / -1.397 eV. The value obtained for the strongest force on any atom is 5.0 eV Å⁻¹. As for the relative energy (zero: lowest compared OMol25 entry of this formula, charge and spin): 602.98 kJ/mol. The calculation puts the HOMO energy (alpha / beta) at -8.1 / -8.1 eV. The gap between HOMO and LUMO (alpha / beta) comes out at 0.2439 / 0.2456 hartree. The spin multiplicity is 1.

```
7
Properties=species:S:1:pos:R:3:nbo_charge:R:1
C -2.47 -0.36 0.02 -0.07
C -1.32 -0.85 0.14 -0.30
C -0.17 -1.43 0.56 0.05
C 1.48 -0.99 -0.50 -0.24
S 2.31 0.08 0.43 0.19
H -3.43 -0.07 -0.29 0.24
H 3.39 -0.21 -0.29 0.13
```



No. 2
# C4H30F12N2O23S4

A structure of composition C4H30F12N2O23S4 at a distorted geometry (the ωB97M-V functional and the def2-TZVPD basis, the OMol25 dataset).

The value obtained for the LUMO energy (alpha / beta) is 1.129 / -5.197 eV. The value obtained for the strongest force on any atom is 6.5 eV Å⁻¹. The calculation puts the HOMO energy (alpha / beta) at -7.8 / -7.8 eV. As for the charge: -1. The gap between HOMO and LUMO (alpha / beta) comes out at 0.3291 / 0.0966 hartree. The spin multiplicity is 2.

```
75
Properties=species:S:1:pos:R:3:mulliken_spin:R:1
C 1.29 8.20 -3.91 0.00
F 2.04 9.32 -4.06 0.00
F 0.03 8.58 -3.97 0.00
F 1.64 7.38 -4.92 0.00
S 1.70 7.34 -2.20 0.00
O 1.40 8.42 -1.24 0.00
O 0.65 6.34 -2.07 0.00
N 3.43 6.97 -2.29 0.00
S 3.43 5.43 -2.73 0.00
O 2.47 5.04 -3.78 0.00
O 4.81 5.08 -2.98 0.00
C 3.03 4.38 -1.15 0.00
F 2.52 3.16 -1.49 0.00
F 4.16 4.17 -0.44 0.00
F 2.08 5.00 -0.35 0.00
C -0.90 -3.90 1.28 0.00
F -0.14 -4.17 0.30 0.00
F -1.86 -4.71 1.51 0.00
F -0.13 -3.88 2.36 0.00
S -1.64 -2.19 0.89 0.00
O -2.26 -2.45 -0.41 0.00
O -2.56 -1.93 2.00 0.00
N -0.17 -1.17 0.74 0.01
S -0.89 0.16 0.32 -0.01
O -1.39 0.26 -1.06 0.00
O -1.67 0.79 1.39 0.00
C 0.70 1.32 0.36 0.00
F 1.65 0.71 -0.31 0.02
F 0.39 2.56 -0.07 0.00
F 0.99 1.46 1.68 0.00
O 2.19 -4.75 -1.86 0.01
H 2.98 -4.26 -2.08 0.00
H 1.58 -4.08 -1.52 0.00
O 4.01 -0.11 0.85 0.04
H 4.18 0.47 1.60 0.00
H 4.21 0.42 0.08 0.00
O -3.24 -6.49 -0.08 0.00
H -2.79 -6.84 -0.85 0.00
H -2.55 -6.04 0.41 0.00
O -3.23 -3.57 -2.68 0.00
H -2.82 -3.72 -1.82 0.00
H -3.51 -2.65 -2.65 0.00
O 1.93 -1.35 2.33 0.07
H 1.11 -1.13 1.90 0.01
H 1.83 -1.03 3.22 0.00
O 2.12 -1.88 -0.38 0.86
H 2.05 -1.62 -1.30 -0.02
H 1.24 -1.75 -0.03 -0.01
O -3.12 3.11 0.33 0.00
H -2.75 3.00 1.20 0.00
H -2.39 3.43 -0.20 0.00
O -2.08 0.97 4.03 0.00
H -1.61 1.03 3.20 0.00
H -3.00 0.84 3.78 0.00
O 0.90 -3.07 5.14 0.00
H 1.31 -2.21 5.15 0.00
H -0.03 -2.90 5.04 0.00
O 1.28 -1.22 -2.69 0.01
H 0.95 -0.35 -2.93 0.00
H 1.40 -1.66 -3.53 0.00
O -3.13 -0.93 -2.84 0.00
H -3.49 -0.18 -3.30 0.00
H -2.73 -0.55 -2.05 0.00
O -5.17 -3.17 1.19 0.00
H -4.62 -2.88 1.92 0.00
H -5.25 -2.39 0.63 0.00
O -1.82 -2.07 4.85 0.00
H -2.61 -1.79 4.40 0.00
H -1.54 -1.29 5.34 0.00
O 0.83 1.31 -3.30 0.00
H 1.58 1.66 -2.83 0.00
H 0.66 1.94 -4.00 0.00
O -0.04 -5.97 4.67 0.00
H 0.41 -5.27 4.20 0.00
H -0.07 -6.70 4.05 0.00
```



No. 3
# C4H30N2O12

A cluster of 11 separate species, C4H30N2O12 in total at a distorted geometry (the ωB97M-V functional and the def2-TZVPD basis, the OMol25 dataset).

The value obtained for the LUMO energy is 0.223 eV. The value obtained for the strongest force on any atom is 3.3 eV Å⁻¹. As for the relative energy (zero: lowest compared OMol25 entry of this formula, charge and spin): 394.26 kJ/mol. As for the structure (SMILES): O=CNCCNCO.O.O.O.O.O.O.O.O.O.O. The calculation puts the HOMO energy at -8.5 eV. The gap between HOMO and LUMO comes out at 0.3217 hartree. The spin multiplicity is 1.

```
48
Properties=species:S:1:pos:R:3:nbo_charge:R:1
O 2.54 0.94 -0.61 -0.72
C 2.47 1.62 -1.64 0.58
N 1.35 2.32 -1.97 -0.62
C 0.19 2.36 -1.05 -0.24
C -0.53 0.98 -1.15 -0.22
N -1.61 0.85 -0.18 -0.70
C -2.92 0.49 -0.64 0.10
O -3.07 -0.93 -0.70 -0.81
H 3.27 1.79 -2.38 0.14
H 1.21 2.30 -2.97 0.41
H 0.61 2.58 -0.05 0.21
H -0.42 3.21 -1.35 0.21
H 0.21 0.22 -0.85 0.18
H -0.85 0.80 -2.16 0.21
H -1.68 1.10 0.78 0.41
H -3.67 0.75 0.13 0.18
H -3.22 0.75 -1.68 0.17
H -2.52 -1.52 -0.16 0.49
O -2.49 0.21 3.87 -0.96
H -1.60 0.32 4.20 0.48
H -2.39 -0.32 3.07 0.49
O -0.12 -1.74 -1.38 -1.01
H -0.58 -1.66 -0.52 0.49
H -0.90 -2.31 -1.66 0.51
O 1.57 0.13 -3.26 -0.96
H 2.36 -0.40 -3.24 0.48
H 1.01 -0.40 -2.67 0.50
O -1.90 -3.51 -0.98 -0.98
H -2.68 -3.73 -1.49 0.51
H -1.12 -4.06 -0.96 0.51
O 1.79 -3.52 -0.63 -1.02
H 2.70 -3.21 -0.65 0.49
H 1.10 -2.98 -1.06 0.50
O -1.04 -1.60 1.77 -1.00
H -0.07 -1.54 1.60 0.50
H -1.02 -2.35 2.39 0.47
O -2.61 2.71 2.22 -0.96
H -1.69 2.97 2.11 0.46
H -2.61 1.97 2.83 0.49
O 1.02 2.72 3.23 -0.97
H 0.75 3.60 3.05 0.48
H 1.82 2.41 2.79 0.49
O 1.40 -0.65 1.56 -0.95
H 1.22 -0.15 0.73 0.50
H 2.26 -0.98 1.28 0.48
O 4.31 -1.06 -0.12 -0.98
H 3.92 -0.17 -0.26 0.50
H 4.23 -1.32 0.80 0.46
```



No. 4
# C4H32N2O12

A cluster of 12 separate species, C4H32N2O12 in total at a distorted geometry (the ωB97M-V functional and the def2-TZVPD basis, the OMol25 dataset).

The value obtained for the LUMO energy is -0.238 eV. The value obtained for the strongest force on any atom is 3.4 eV Å⁻¹. As for the relative energy (zero: lowest compared OMol25 entry of this formula, charge and spin): 527.03 kJ/mol. As for the structure (SMILES): NCNCCC=O.O.O.O.O.O.O.O.O.O.O.O. The calculation puts the HOMO energy at -9.0 eV. The gap between HOMO and LUMO comes out at 0.3205 hartree. The spin multiplicity is 1.

```
50
Properties=species:S:1:pos:R:3:nbo_charge:R:1
N 1.15 0.05 0.33 -0.91
C 0.66 -1.30 0.55 -0.09
N -0.41 -1.75 -0.29 -0.66
C -0.02 -2.23 -1.64 -0.22
C 0.53 -1.21 -2.65 -0.57
C 1.97 -0.98 -2.49 0.43
O 2.40 0.12 -2.25 -0.53
H 1.05 0.51 -0.55 0.39
H 0.68 0.67 0.99 0.36
H 0.33 -1.52 1.56 0.21
H 1.58 -1.84 0.61 0.20
H -1.24 -1.16 -0.31 0.38
H 0.83 -2.97 -1.67 0.19
H -0.86 -2.69 -2.12 0.21
H 0.26 -1.42 -3.71 0.25
H 0.03 -0.22 -2.53 0.26
H 2.67 -1.76 -2.69 0.12
O -1.12 4.20 -0.89 -0.97
H -0.90 3.40 -1.36 0.47
H -0.25 4.57 -0.76 0.50
O -1.00 0.87 3.17 -0.93
H -0.74 0.18 3.83 0.48
H -1.71 1.21 3.73 0.48
O -2.25 -1.13 1.84 -1.00
H -1.98 -0.34 2.29 0.50
H -3.01 -1.05 1.27 0.48
O -1.49 -3.65 1.31 -1.00
H -2.17 -3.13 1.75 0.50
H -1.26 -3.40 0.37 0.52
O -3.00 2.19 0.16 -0.95
H -2.40 2.96 0.08 0.51
H -2.26 1.52 0.21 0.46
O 3.46 2.64 1.24 -0.97
H 3.03 1.74 1.40 0.50
H 3.54 2.71 2.21 0.47
O 3.88 -0.39 1.57 -0.97
H 4.82 -0.12 1.48 0.47
H 3.52 -0.42 0.64 0.49
O -0.85 1.62 -3.08 -0.96
H -0.76 2.47 -3.50 0.48
H -1.83 1.45 -3.04 0.50
O 0.20 -4.29 3.10 -0.99
H 0.04 -3.38 3.36 0.44
H -0.57 -4.32 2.39 0.50
O 2.03 3.61 -0.66 -0.97
H 1.67 2.78 -0.41 0.45
H 2.83 3.65 -0.08 0.51
O -3.52 0.41 -1.84 -1.01
H -4.37 0.03 -1.67 0.49
H -3.20 1.11 -1.23 0.50
```



No. 5
# C4H32N3O10

A cluster of 11 separate species, C4H32N3O10 in total at a distorted geometry (the ωB97M-V functional and the def2-TZVPD basis, the OMol25 dataset).

The value obtained for the LUMO energy is -2.580 eV. The value obtained for the strongest force on any atom is 2.2 eV Å⁻¹. As for the relative energy (zero: lowest compared OMol25 entry of this formula, charge and spin): 247.17 kJ/mol. The calculation puts the HOMO energy at -11.5 eV. As for the charge: +1. The gap between HOMO and LUMO comes out at 0.3282 hartree. The spin multiplicity is 1.

```
49
Properties=species:S:1:pos:R:3:nbo_charge:R:1
C -0.99 -1.94 -3.14 -0.22
C -0.19 -1.53 -1.90 -0.49
C 0.36 -0.16 -1.84 0.24
C 1.65 0.13 -1.53 -0.24
N 1.95 1.51 -1.11 -0.74
N -0.49 0.90 -2.02 -0.82
N -2.41 -1.64 -2.99 -0.84
H -0.85 -3.01 -3.36 0.23
H -0.62 -1.32 -4.00 0.18
H 0.64 -2.25 -1.73 0.25
H -0.77 -1.75 -0.96 0.25
H 2.49 -0.55 -1.51 0.23
H 1.48 1.85 -0.23 0.48
H 2.96 1.54 -0.94 0.43
H 1.77 2.16 -1.91 0.46
H -0.32 1.88 -1.84 0.41
H -1.47 0.72 -2.15 0.40
H -2.63 -1.01 -2.21 0.34
H -2.98 -2.45 -2.75 0.37
H 1.56 2.42 -3.98 0.50
H 1.64 3.95 -3.52 0.51
O 1.33 3.07 -3.31 -0.96
H 1.58 -1.05 4.75 0.48
H 1.09 -0.20 3.58 0.50
O 1.06 -1.10 3.93 -0.96
H -3.49 0.84 -0.05 0.48
H -3.06 -0.09 1.11 0.53
O -2.71 0.36 0.27 -0.98
H 1.43 -1.87 -3.99 0.45
H 2.25 -1.99 -5.22 0.47
O 1.89 -2.54 -4.51 -0.92
H 3.52 -3.20 4.22 0.47
H 2.51 -2.13 3.73 0.47
O 3.38 -2.52 3.54 -0.96
H 1.29 1.60 3.04 0.47
H 0.12 1.37 1.96 0.50
O 1.07 1.24 2.18 -0.99
H -1.51 -1.16 5.42 0.48
H -0.52 -1.65 4.45 0.50
O -1.47 -1.79 4.68 -0.94
H -1.84 1.61 0.95 0.52
H -1.71 1.83 2.41 0.51
O -1.35 2.20 1.60 -1.00
H 0.74 4.08 0.78 0.49
H -0.27 3.03 0.64 0.51
O 0.56 3.36 0.17 -1.00
H -2.20 -1.10 3.44 0.51
H -3.64 -1.00 3.10 0.48
O -2.81 -0.65 2.75 -1.03
```